This record from the OMol25 dataset describes a cluster of 13 separate species, C56H131F9N10O14 in total. The level of theory is the ωB97M-V functional and the def2-TZVPD basis.

```
! RIJCOSX wB97M-V def2-TZVPD def2/J DEFGRID3
* xyz -2 1
C 1.2817 -2.0892 -2.4806
C 0.6817 -2.6974 -1.2165
N 0.5959 -1.6963 -0.1728
C 0.9305 -1.8949 1.1466
C 0.7320 -0.7335 1.8280
N 0.2284 0.1568 0.8989
C 0.1369 -0.4383 -0.2739
C -0.1750 1.5109 1.1897
H 2.2365 -1.6188 -2.2559
H 0.6207 -1.2982 -2.8461
H 1.4480 -2.8076 -3.2817
H 1.3325 -3.5118 -0.9054
H -0.3530 -3.0215 -1.3532
H 1.3749 -2.8057 1.5108
H 0.8669 -0.5257 2.8725
H -0.2208 0.0205 -1.2056
H -0.9751 1.9691 0.6014
H 0.6397 2.2214 1.0250
H -0.5035 1.6001 2.2255
C 2.9307 2.2799 -1.7531
O 3.3475 2.9789 -2.9480
O 1.6268 2.0867 -1.7861
C 3.9054 1.1212 -1.3096
F 4.1547 0.2629 -2.3360
F 5.1017 1.5891 -0.8633
F 3.3903 0.4148 -0.2843
C 4.6660 3.4578 -3.1011
C 4.7284 4.2143 -4.4303
H 5.7314 4.5728 -4.6758
H 4.3300 3.5815 -5.2247
H 4.1258 5.1244 -4.4115
H 5.3683 2.6209 -3.0756
H 4.9267 4.1851 -2.3219
H 3.1332 3.0140 -0.9353
C -1.9254 4.6376 -0.4276
O -2.7410 5.1413 -1.5158
O -0.8709 4.0407 -0.9831
C -1.5106 5.8146 0.5033
F -2.5554 6.1291 1.3415
F -0.4679 5.5186 1.3016
F -1.2250 6.9702 -0.1381
C -4.1082 5.3003 -1.2250
C -4.6758 6.1673 -2.3507
H -4.4709 5.7255 -3.3221
H -5.7496 6.3321 -2.1882
H -4.3029 7.1911 -2.2655
H -4.3160 5.8098 -0.2758
H -4.6875 4.3695 -1.1720
H -2.5193 3.9115 0.1632
C -2.3831 0.6994 -3.5539
O -3.0007 1.7579 -4.3451
O -1.2248 1.1545 -3.1411
C -3.3375 0.2204 -2.3986
F -2.6159 -0.7211 -1.7376
F -3.6926 1.1942 -1.5552
F -4.4186 -0.4701 -2.8650
C -4.2092 1.4717 -5.0194
C -4.7622 2.7788 -5.5604
H -5.2092 3.3975 -4.7850
H -3.9761 3.3556 -6.0558
H -5.4647 2.5919 -6.3806
H -5.0099 1.0431 -4.4076
H -3.9786 0.7870 -5.8477
H -2.2956 -0.2283 -4.1645
C 0.3619 -2.4027 -7.7780
C -0.9533 -2.1198 -7.0401
C -1.1464 -2.9616 -5.7805
C -2.6112 -2.9677 -5.3277
C -2.8438 -3.6490 -3.9841
C -4.3220 -3.6567 -3.5536
H 0.3958 -1.7256 -8.6372
H 0.3881 -3.4465 -8.0987
H 1.3011 -2.1698 -7.2730
H -0.9870 -1.0682 -6.7495
H -1.7524 -2.3466 -7.7500
H -0.5098 -2.6110 -4.9661
H -0.7770 -3.9644 -6.0358
H -2.8865 -1.9099 -5.3423
H -3.2960 -3.4768 -6.0149
H -2.4972 -4.6777 -4.1336
H -2.2954 -3.1959 -3.1558
H -4.4314 -4.1301 -2.5771
H -4.6491 -2.6199 -3.5215
H -4.9841 -4.1916 -4.2398
C -2.1363 4.2890 4.7179
C -1.3019 4.0161 5.9388
C 0.1818 4.1326 5.6050
O 0.5266 3.0762 4.7485
C 1.8752 3.1702 4.2713
N -1.6356 4.9330 7.0453
H -1.9001 3.5682 3.9299
H -1.9099 5.2720 4.2980
H -3.2270 4.2403 4.7649
H -1.4329 3.0045 6.3340
H 0.7524 4.0911 6.5457
H 0.3871 5.1070 5.1464
H 2.1029 4.1950 3.9858
H 1.9254 2.4879 3.4246
H 2.5622 2.7709 5.0240
H -2.6111 4.9496 7.2991
H -1.0795 4.7185 7.8622
C 4.3469 4.5747 0.7087
C 3.0605 5.1227 1.3353
C 2.7273 6.5422 0.8638
O 3.7471 7.4828 1.1896
C 3.3848 8.8110 0.8921
N 2.0093 4.1466 1.0312
H 4.2834 4.4136 -0.3666
H 4.6736 3.6763 1.2317
H 5.1576 5.2973 0.8622
H 3.1532 5.1844 2.4257
H 1.7672 6.8313 1.3080
H 2.6030 6.6230 -0.2241
H 4.0309 9.4234 1.5221
H 2.3717 9.0219 1.2550
H 3.4299 9.0841 -0.1639
H 1.1132 4.5249 1.3286
H 1.9789 4.0536 0.0177
C -5.9473 1.0913 2.8077
C -4.6875 1.4456 2.0074
C -3.6538 0.3098 1.8981
O -4.1932 -0.9266 1.5224
C -3.2706 -1.9731 1.6054
N -5.1513 2.0342 0.7451
H -5.6562 0.5104 3.6881
H -6.7273 0.6686 2.1829
H -6.2779 2.0349 3.2493
H -4.1621 2.2264 2.5653
H -3.1505 0.2368 2.8747
H -2.8179 0.6781 1.2877
H -2.5395 -1.9216 0.7857
H -3.7826 -2.9313 1.5290
H -2.6386 -1.9693 2.5035
H -5.6993 1.3718 0.1995
H -4.3032 2.0481 0.1799
C 1.9743 -6.0565 -1.9140
C 3.4774 -6.1945 -2.1950
C 4.3186 -5.1114 -1.5659
O 3.8558 -3.8749 -2.0516
C 4.6413 -2.7931 -1.5872
N 3.8727 -7.5132 -1.6583
H 1.5204 -5.2365 -2.4698
H 1.8294 -6.0002 -0.8378
H 1.4577 -6.9256 -2.3324
H 3.6549 -6.1654 -3.2769
H 5.3763 -5.2179 -1.8472
H 4.2009 -5.1238 -0.4721
H 4.2639 -1.8547 -1.9866
H 5.7010 -2.9408 -1.8049
H 4.4941 -2.6301 -0.5106
H 4.8619 -7.6560 -1.8367
H 3.3512 -8.2088 -2.1773
C 2.5749 -4.6740 6.1118
C 3.0136 -3.2873 5.6404
C 2.3737 -2.7796 4.3333
O 2.8084 -3.5393 3.2231
C 4.0601 -3.1967 2.6682
N 2.6486 -2.2665 6.6573
H 2.8514 -4.8769 7.1461
H 3.0312 -5.4621 5.5053
H 1.4916 -4.7754 6.0043
H 4.1035 -3.2139 5.6377
H 2.6450 -1.7259 4.2221
H 1.2874 -2.8244 4.4098
H 4.8580 -3.3238 3.4089
H 4.0396 -2.1550 2.3362
H 4.2572 -3.9004 1.8613
H 1.7425 -2.5326 7.0415
H 3.2670 -2.3359 7.4592
C 1.5897 0.5820 -4.9753
C 1.2578 1.8772 -5.7039
C 0.0686 1.8226 -6.6162
O 0.1500 3.0319 -7.4023
C -0.9937 3.2463 -8.1766
N 1.1401 2.9639 -4.7226
H 1.7860 -0.1955 -5.7352
H 0.7679 0.0784 -4.4525
H 2.3732 0.6142 -4.2229
H 2.1529 2.1127 -6.3094
H -0.8649 1.8831 -6.0440
H 0.0474 0.9770 -7.3160
H -1.1091 2.4875 -8.9661
H -0.9405 4.2281 -8.6437
H -1.9306 3.1555 -7.6141
H 1.0220 3.7922 -5.3062
H 2.0796 3.0193 -4.3233
C -0.4701 0.2867 6.8686
C -0.4795 -0.3596 5.4781
C -1.3385 -1.6154 5.5559
O -0.6932 -2.5428 6.4251
C -1.2665 -3.8182 6.5682
N -0.9788 0.5665 4.4693
H 0.1345 1.1954 6.8652
H 0.1296 -0.3646 7.5141
H -1.4788 0.4803 7.2272
H 0.5121 -0.6965 5.1620
H -1.4827 -2.1116 4.5912
H -2.2648 -1.3580 6.0879
H -0.8835 -4.5117 5.8171
H -2.3485 -3.8273 6.7162
H -0.8818 -4.2110 7.5158
H -1.9552 0.8296 4.5613
H -0.4922 1.4645 4.5244
C -0.7805 -4.8429 2.9162
C 0.1929 -6.0087 2.7083
C -0.4253 -7.2919 2.1780
O -1.5959 -7.5184 2.9639
C -2.3647 -8.5918 2.4711
N 1.2636 -5.4934 1.7998
H -1.1758 -4.4546 1.9774
H -0.3613 -4.0433 3.5210
H -1.6395 -5.2565 3.4507
H 0.6597 -6.2409 3.6747
H 0.2531 -8.1500 2.1835
H -0.8000 -7.1197 1.1612
H -3.2097 -8.8253 3.1176
H -1.7268 -9.4828 2.5714
H -2.7063 -8.5396 1.4350
H 1.8616 -6.2919 1.5696
H 1.8868 -4.9723 2.4316
*
```

E = -4711.73355 Ha
E_LUMO = 2.98 eV
HOMO energy = -0.0388 Eh
Max |F| = 4.4 eV/A